Model P:
A 2-piece molecular cluster, C3H10N2O overall. Source: the OMol25 dataset; level of theory: ωB97M-V/def2-TZVPD.

Bonds (Å) are listed after each position.
Cartesian coordinates (Å):
1 H 0.948 -2.828 -0.377  C10 1.042
2 N 2.300 -0.910 -0.134  H8 0.978, C9 1.497, H16 1.015
3 H -4.551 2.341 -1.177  O7 0.968
4 H -0.479 -2.331 0.648  C10 1.144
5 H 0.328 2.047 1.403  N13 1.071
6 C 0.325 0.132 0.866  C9 1.323, H11 1.086, N13 1.436
7 O -3.682 2.433 -1.594  H3 0.968, H15 0.994
8 H 2.664 -0.003 -0.074  N2 0.978
9 C 0.819 -0.747 0.010  N2 1.497, C6 1.323, C10 1.492
10 C 0.223 -2.095 -0.224  H1 1.042, H4 1.144, C9 1.492, H14 1.198
11 H -0.697 -0.043 1.187  C6 1.086
12 H 1.862 1.500 0.743  N13 1.045
13 N 1.057 1.263 1.365  H5 1.071, C6 1.436, H12 1.045
14 H -0.551 -2.191 -1.134  C10 1.198
15 H -3.291 3.239 -1.162  O7 0.994
16 H 2.726 -1.807 -0.346  N2 1.015

**Molecular weight**: 90.1 g/mol
**SMILES string**: C/C(N)=C/N.O
**HOMO-LUMO gap**: 8.03 eV
**Charge**: 0
**E_HOMO**: -7.3 eV

***

Model Q:
A 2-piece molecular cluster, C3H10N2O overall. Source: the OMol25 dataset; level of theory: ωB97M-V/def2-TZVPD.

Bonds (Å) are listed after each position.
Cartesian coordinates (Å):
1 H -0.602 2.933 -1.764  O7 0.924
2 H 0.962 -2.711 1.113  N5 0.973
3 C -1.901 2.880 -3.014  O7 1.352, H11 1.048, C14 1.443
4 C 1.724 -2.003 2.805  N5 1.447, N8 1.506, H10 1.076, H15 1.134
5 N 1.319 -1.862 1.423  H2 0.973, C4 1.447, H9 1.037
6 H -4.075 3.029 -3.196  C14 1.084
7 O -0.833 2.312 -2.409  H1 0.924, C3 1.352
8 N 2.556 -3.089 3.433  C4 1.506, H12 0.923, H13 1.032
9 H 0.598 -1.117 1.401  N5 1.037
10 H 2.355 -1.143 2.949  C4 1.076
11 H -1.588 3.517 -3.785  C3 1.048
12 H 3.167 -3.350 2.791  N8 0.923
13 H 2.037 -3.964 3.603  N8 1.032
14 C -3.254 2.400 -2.871  C3 1.443, H6 1.084, H16 1.076
15 H 0.830 -2.071 3.500  C4 1.134
16 H -3.559 1.368 -2.849  C14 1.076

**Molecular weight**: 90.1 g/mol
**SMILES string**: C=CO.NCN
**HOMO-LUMO gap**: 9.83 eV
**Charge**: 0
**E_HOMO**: -9.0 eV

***

Model R:
A 2-piece molecular cluster, C3H10N2O overall. Source: the OMol25 dataset; level of theory: ωB97M-V/def2-TZVPD.

Bonds (Å) are listed after each position.
Cartesian coordinates (Å):
1 C 2.228 -0.416 0.440  C2 1.319, H10 1.083, H16 1.076
2 C 2.148 0.507 -0.499  C1 1.319, H7 1.084, O8 1.368
3 H -0.659 -1.098 1.037  N9 1.015
4 H -1.782 -1.810 0.283  N9 1.023
5 H -0.835 0.992 -0.494  N15 1.007
6 C -2.416 0.069 0.512  N9 1.465, H11 1.087, H13 1.095, N15 1.437
7 H 1.266 0.890 -0.997  C2 1.084
8 O 3.189 1.143 -1.120  C2 1.368, H14 0.965
9 N -1.673 -1.093 1.004  H3 1.015, H4 1.023, C6 1.465
10 H 3.192 -0.805 0.742  C1 1.083
11 H -3.375 -0.346 0.211  C6 1.087
12 H -2.092 0.691 -1.473  N15 1.008
13 H -2.658 0.676 1.391  C6 1.095
14 H 3.950 0.605 -1.368  O8 0.965
15 N -1.836 0.887 -0.517  H5 1.007, C6 1.437, H12 1.008
16 H 1.354 -0.892 0.849  C1 1.076

**Molecular weight**: 90.1 g/mol
**SMILES string**: C=CO.NCN
**HOMO-LUMO gap**: 9.87 eV
**Charge**: 0
**E_HOMO**: -9.1 eV

***

Stability ranking, top entry: model R; the second entry is 9.4 kcal/mol less favorable.

***

Model P:
A 2-piece molecular cluster, C3H10N2O overall. Source: the OMol25 dataset; level of theory: ωB97M-V/def2-TZVPD.

Bonds (Å) are listed after each position.
Cartesian coordinates (Å):
1 H -0.818 1.478 -0.657  N2 1.007
2 N 0.132 1.143 -0.643  H1 1.007, H5 1.009, C13 1.467
3 C 0.828 -0.562 0.856  N4 1.416, H10 1.079, C13 1.332
4 N 1.555 -1.286 -0.121  C3 1.416, H8 1.013, H16 1.010
5 H 0.822 1.861 -0.802  N2 1.009
6 H -1.728 -1.084 -2.821  O14 0.972
7 H -1.563 1.410 1.489  C9 1.078
8 H 1.290 -0.984 -1.051  N4 1.013
9 C -0.547 1.255 1.815  H7 1.078, H11 1.097, C13 1.495, H15 1.096
10 H 0.808 -1.052 1.818  C3 1.079
11 H -0.160 2.245 2.088  C9 1.097
12 H -1.197 -2.469 -2.352  O14 0.960
13 C 0.278 0.643 0.728  N2 1.467, C3 1.332, C9 1.495
14 O -1.730 -2.034 -3.021  H6 0.972, H12 0.960
15 H -0.521 0.598 2.692  C9 1.096
16 H 2.551 -1.162 -0.015  N4 1.010

**Molecular weight**: 90.1 g/mol
**SMILES string**: C/C(N)=C/N.O
**HOMO-LUMO gap**: 9.18 eV
**Charge**: 0
**E_HOMO**: -8.5 eV

***

Model Q:
A 2-piece molecular cluster, C3H10N2O overall. Source: the OMol25 dataset; level of theory: ωB97M-V/def2-TZVPD.

Bonds (Å) are listed after each position.
Cartesian coordinates (Å):
1 O 0.901 -3.291 -1.766  H8 0.964, C10 1.421
2 H 2.962 -1.658 -0.898  C13 1.088
3 H 0.440 -1.387 -2.584  C10 1.094
4 N -1.894 2.396 2.912  C7 1.374, H9 1.006, H11 1.003
5 N -0.845 2.416 0.785  C7 1.274, H12 1.018
6 H 1.897 -2.246 -3.084  C10 1.088
7 C -1.773 2.062 1.584  N4 1.374, N5 1.274, H14 1.084
8 H 0.496 -3.221 -0.894  O1 0.964
9 H -1.097 2.465 3.522  N4 1.006
10 C 1.274 -1.999 -2.227  O1 1.421, H3 1.094, H6 1.088, C13 1.525
11 H -2.772 2.262 3.376  N4 1.003
12 H -0.079 2.776 1.350  N5 1.018
13 C 2.043 -1.165 -1.209  H2 1.088, C10 1.525, H15 1.095, H16 1.088
14 H -2.564 1.424 1.206  C7 1.084
15 H 1.421 -1.068 -0.313  C13 1.095
16 H 2.283 -0.224 -1.700  C13 1.088

**Molecular weight**: 90.1 g/mol
**SMILES string**: [H]/N=C\N.CCO
**HOMO-LUMO gap**: 10.33 eV
**Charge**: 0
**E_HOMO**: -9.5 eV

***

Model R:
A 2-piece molecular cluster, C3H10N2O overall. Source: the OMol25 dataset; level of theory: ωB97M-V/def2-TZVPD.

Bonds (Å) are listed after each position.
Cartesian coordinates (Å):
1 H -1.200 0.458 1.538  N15 1.011
2 N 0.201 -1.008 -0.124  C5 1.305, C11 1.458
3 C -0.471 0.658 -1.734  H4 1.092, C5 1.507, H6 1.091, H10 1.095
4 H -0.539 1.747 -1.733  C3 1.092
5 C -0.443 0.108 -0.331  N2 1.305, C3 1.507, N15 1.358
6 H 0.437 0.374 -2.267  C3 1.091
7 H -1.560 1.673 0.365  N15 1.011
8 O 2.284 0.798 0.085  H9 1.137, H14 0.969
9 H 1.762 -0.201 -0.062  O8 1.137
10 H -1.343 0.247 -2.253  C3 1.095
11 C 0.014 -1.701 1.145  N2 1.458, H12 1.094, H13 1.096, H16 1.092
12 H -1.000 -2.056 1.349  C11 1.094
13 H 0.324 -1.053 1.973  C11 1.096
14 H 1.876 1.662 0.252  O8 0.969
15 N -1.000 0.877 0.640  H1 1.011, C5 1.358, H7 1.011
16 H 0.658 -2.584 1.156  C11 1.092

**Molecular weight**: 90.1 g/mol
**SMILES string**: C/N=C(/C)N.O
**HOMO-LUMO gap**: 9.83 eV
**Charge**: 0
**E_HOMO**: -9.1 eV

***

Stability ranking, top entry: model P; the second entry is 2.0 kcal/mol less favorable.

***

Model P:
C5H5Cl2N in the gas phase. Source: the OMol25 dataset; level of theory: ωB97M-V/def2-TZVPD.

Bonds (Å) are listed after each position.
Cartesian coordinates (Å):
1 H -2.326 -0.228 1.530  C8 1.147
2 C 0.256 -0.735 -0.098  Cl7 1.759, C10 1.306, C11 1.444
3 H -0.931 2.299 0.964  C13 1.314
4 N -3.214 -0.148 -0.430  H6 1.156, C8 1.476, H12 0.992
5 H -1.139 -2.290 -0.388  C10 1.136
6 H -2.988 0.416 -1.413  N4 1.156
7 Cl 1.737 -1.676 0.033  C2 1.759
8 C -2.014 -0.137 0.429  H1 1.147, N4 1.476, C10 1.591, C13 1.610
9 Cl 1.507 1.806 -0.159  C11 1.748
10 C -0.951 -1.228 -0.031  C2 1.306, H5 1.136, C8 1.591
11 C 0.180 0.695 0.085  C2 1.444, Cl9 1.748, C13 1.300
12 H -4.036 0.338 -0.163  N4 0.992
13 C -1.010 1.121 0.387  H3 1.314, C8 1.610, C11 1.300

**Molecular weight**: 150.0 g/mol
**SMILES string**: NC1C=C(Cl)C(Cl)=C1
**HOMO-LUMO gap**: 9.28 eV
**Charge**: 0
**E_HOMO**: -8.9 eV

***

Model Q:
C5H5Cl2N in the gas phase. Source: the OMol25 dataset; level of theory: ωB97M-V/def2-TZVPD.

Bonds (Å) are listed after each position.
Cartesian coordinates (Å):
1 C 1.062 -1.268 -0.879  H3 1.093, C9 1.483, C12 1.363
2 H -1.385 0.819 1.830  C10 1.085
3 H 1.883 -1.969 -1.051  C1 1.093
4 C -0.908 -0.136 -0.736  N8 1.407, C9 1.374, Cl11 1.689
5 Cl 2.357 -0.153 1.387  C12 1.778
6 H 0.342 1.465 1.944  C10 1.087
7 H -0.807 2.205 0.842  C10 1.094
8 N -0.100 0.322 0.321  C4 1.407, C10 1.446, C12 1.393
9 C -0.258 -1.055 -1.522  C1 1.483, C4 1.374, H13 1.047
10 C -0.532 1.265 1.330  H2 1.085, H6 1.087, H7 1.094, N8 1.446
11 Cl -2.436 0.527 -1.014  C4 1.689
12 C 1.081 -0.403 0.174  C1 1.363, Cl5 1.778, N8 1.393
13 H -0.650 -1.561 -2.350  C9 1.047

**Molecular weight**: 150.0 g/mol
**SMILES string**: Cn1c(Cl)ccc1Cl
**HOMO-LUMO gap**: 9.08 eV
**Charge**: 0
**E_HOMO**: -8.3 eV

***

Stability ranking, top entry: model Q; the second entry is 58.0 kcal/mol less favorable.

***

Model P:
A 2-piece molecular cluster, CH3O3 overall. Source: the OMol25 dataset; level of theory: ωB97M-V/def2-TZVPD.

Bonds (Å) are listed after each position.
Cartesian coordinates (Å):
1 O 2.225 1.365 0.373  H4 1.025, H6 0.942
2 C -1.385 -0.943 -0.298  O3 1.327, O5 1.271, H7 1.097
3 O -0.332 -0.162 -0.089  C2 1.327
4 H 1.505 1.795 0.964  O1 1.025
5 O -2.600 -0.702 -0.580  C2 1.271
6 H 1.726 0.657 0.004  O1 0.942
7 H -1.139 -2.009 -0.374  C2 1.097

**Molecular weight**: 63.0 g/mol
**HOMO-LUMO gap**: 8.56 eV
**Charge**: -1
**E_HOMO**: -4.2 eV

***

Model Q:
A 2-piece molecular cluster, CH3O3 overall. Source: the OMol25 dataset; level of theory: ωB97M-V/def2-TZVPD.

Bonds (Å) are listed after each position.
Cartesian coordinates (Å):
1 C 0.299 -0.859 0.832  O4 1.233, H5 1.117, O6 1.263
2 H -0.978 -0.629 -1.438  O3 0.984
3 O -1.602 -0.880 -2.156  H2 0.984, H7 0.984
4 O 0.000 0.000 0.000  C1 1.233
5 H 1.397 -0.980 1.000  C1 1.117
6 O -0.479 -1.584 1.513  C1 1.263
7 H -1.788 -0.037 -2.629  O3 0.984

**Molecular weight**: 63.0 g/mol
**HOMO-LUMO gap**: 8.63 eV
**Charge**: -1
**E_HOMO**: -4.2 eV

***

Stability ranking, top entry: model Q; the second entry is 7.8 kcal/mol less favorable.